[1]
Computed, not measured: a structure of composition C20H14CuF16N2O6S2Te, with ωB97M-V with the def2-TZVPD basis set.

```
62
Properties=species:S:1:pos:R:3:forces:R:3
Cu -0.957 0.093 0.572 0.05 0.07 0.01
F -2.955 4.964 4.905 -0.01 0.02 0.01
C -2.948 3.660 4.597 -0.08 0.04 0.12
F -2.869 2.975 5.751 0.00 0.01 -0.03
F -4.113 3.364 4.024 -0.03 -0.01 0.00
S -1.522 3.213 3.527 0.12 -0.22 -0.32
O -1.683 1.809 3.279 0.08 0.27 0.19
O -0.384 3.666 4.285 -0.13 -0.05 -0.05
N -1.865 4.165 2.319 0.00 -0.05 0.01
S -1.666 3.856 0.791 -0.06 -0.03 0.02
O -1.402 2.489 0.451 0.06 0.04 -0.02
O -2.612 4.593 0.005 -0.01 0.04 0.11
C -0.081 4.743 0.478 0.10 -0.19 -0.06
F 0.273 4.642 -0.812 -0.05 -0.01 0.04
F -0.205 6.045 0.763 0.05 0.09 0.02
F 0.904 4.240 1.220 -0.02 0.05 -0.01
C 1.815 -2.225 3.251 -0.01 -0.02 -0.09
N 1.768 -1.201 2.228 -0.06 0.14 0.08
C 1.932 -1.632 0.851 0.06 -0.01 0.02
C 1.325 0.063 2.491 -0.04 -0.15 0.02
C 1.130 0.436 3.940 0.02 -0.04 -0.05
O 1.093 0.866 1.596 0.02 0.09 -0.09
H 1.694 -3.193 2.766 -0.01 -0.01 0.02
H 0.997 -2.114 3.960 0.01 0.00 0.00
H 2.768 -2.230 3.793 0.01 0.00 0.01
H 1.141 -2.327 0.564 0.01 0.01 0.00
H 2.904 -2.121 0.730 -0.02 -0.01 -0.01
H 1.876 -0.769 0.195 -0.02 0.04 -0.04
H 1.924 0.037 4.574 -0.02 0.02 0.04
H 0.166 0.041 4.271 0.03 0.01 0.00
H 1.087 1.518 4.010 0.01 0.01 0.00
F -1.230 -1.614 2.860 -0.03 0.03 -0.04
C -1.936 -1.162 1.709 -0.14 -0.22 0.08
F -3.167 -0.761 2.229 0.06 0.01 -0.02
C -2.281 -2.487 1.013 0.05 0.12 -0.01
F -3.068 -2.285 -0.061 0.00 -0.02 0.05
F -1.167 -3.114 0.573 -0.02 -0.02 0.02
F -2.928 -3.384 1.798 -0.03 -0.03 -0.01
F -2.694 -2.913 -5.138 0.01 -0.01 0.00
C -2.075 -2.197 -4.173 0.00 -0.02 -0.01
C -2.634 -1.020 -3.704 0.02 0.04 0.01
F -3.806 -0.602 -4.218 0.00 -0.01 -0.01
C -1.998 -0.278 -2.730 0.04 -0.01 -0.18
F -2.587 0.844 -2.303 0.01 0.04 0.01
C -0.758 -0.655 -2.171 0.00 0.07 0.19
O -0.148 0.064 -1.280 0.11 -0.10 -0.16
C -0.251 -1.881 -2.649 -0.19 -0.12 0.05
F 0.857 -2.399 -2.094 0.15 0.10 -0.05
C -0.882 -2.627 -3.627 -0.02 0.08 0.09
F -0.341 -3.789 -4.042 0.00 -0.02 -0.03
Te 1.747 1.859 -2.314 -0.08 -0.01 0.08
C 2.418 0.149 -3.329 -0.03 0.12 -0.05
C 3.484 -0.607 -2.842 -0.02 -0.04 0.02
C 3.891 -1.758 -3.498 0.04 -0.02 0.00
C 3.237 -2.177 -4.650 -0.02 0.04 0.00
C 2.180 -1.427 -5.148 0.04 -0.04 -0.02
C 1.779 -0.269 -4.497 -0.02 -0.05 0.01
H 3.977 -0.296 -1.929 0.00 -0.01 0.01
H 4.712 -2.342 -3.097 0.00 0.00 -0.01
H 3.541 -3.089 -5.149 0.00 0.00 0.00
H 1.651 -1.754 -6.035 0.00 -0.01 0.00
H 0.945 0.306 -4.881 0.00 -0.01 0.01
```
Positions in Å, forces in eV/Å.

Multiplicity: 2
Charge: -2
Gap between HOMO and LUMO (alpha / beta) (eV): 6.24 / 5.85
DFT total energy (Ha): -5634.285877
E_HOMO (alpha / beta) (eV): -2.200 / -2.304



[2]
Computed, not measured: a structure of composition C20H14F5KN2O2S, with ωB97M-V with the def2-TZVPD basis set.

```
45
Properties=species:S:1:pos:R:3:forces:R:3
K 0.377 0.109 -0.241 -0.05 0.04 0.06
C 3.565 -1.732 1.179 -0.07 0.03 -0.03
N 2.290 -1.884 0.511 0.09 -0.07 0.05
C 2.049 -3.033 -0.003 0.05 0.03 0.00
C 0.859 -3.419 -0.701 -0.02 0.04 -0.04
C 0.599 -4.697 -1.230 0.02 0.01 0.12
C -0.676 -4.623 -1.793 0.00 0.01 -0.11
C -1.097 -3.297 -1.592 -0.03 -0.01 0.10
N -0.188 -2.569 -0.930 0.00 -0.01 -0.09
C 3.444 -1.537 2.678 -0.07 0.05 -0.05
C 4.527 -1.805 3.510 0.01 0.01 0.00
C 4.452 -1.571 4.876 0.04 -0.02 -0.02
C 3.287 -1.058 5.430 -0.05 0.02 0.02
C 2.197 -0.795 4.611 0.00 -0.01 -0.04
C 2.275 -1.040 3.247 0.03 -0.02 0.01
H 4.060 -0.841 0.772 0.03 -0.02 0.00
H 4.235 -2.584 0.980 0.01 -0.03 0.04
H 2.811 -3.826 0.078 -0.03 -0.02 -0.01
H 1.257 -5.554 -1.187 0.00 0.00 0.01
H -1.228 -5.411 -2.287 0.02 0.01 -0.01
H -2.039 -2.857 -1.896 0.01 0.00 0.00
H 5.442 -2.202 3.080 0.00 0.00 0.00
H 5.306 -1.788 5.508 0.00 0.00 0.00
H 3.227 -0.867 6.495 0.01 0.00 0.00
H 1.277 -0.387 5.010 0.01 -0.01 0.03
H 1.416 -0.846 2.621 -0.04 0.01 -0.03
F -6.155 3.192 1.617 -0.01 0.00 0.00
C -4.941 2.685 1.924 -0.04 0.02 0.00
C -4.203 1.999 0.979 0.04 -0.03 -0.01
F -4.705 1.836 -0.257 -0.01 0.00 -0.01
C -2.966 1.485 1.311 -0.07 0.04 0.10
F -2.306 0.823 0.347 -0.03 0.00 -0.10
C -2.385 1.616 2.582 0.17 -0.07 -0.01
S -0.830 0.964 2.959 0.00 0.03 0.00
C -3.173 2.321 3.504 -0.07 -0.02 -0.12
F -2.733 2.517 4.758 0.01 0.01 0.04
C -4.414 2.842 3.191 0.02 0.00 0.03
F -5.129 3.510 4.120 0.00 0.01 0.02
C 2.323 3.457 0.060 -0.03 0.01 0.12
C 2.080 3.113 -1.421 0.11 -0.05 -0.11
O 2.617 3.842 -2.276 -0.05 0.00 0.03
O 1.365 2.091 -1.622 -0.01 0.00 0.07
H 2.866 4.395 0.171 0.00 0.01 -0.03
H 2.899 2.657 0.533 0.01 -0.01 -0.04
H 1.374 3.513 0.599 -0.01 0.01 -0.02
```
Positions in Å, forces in eV/Å.

Multiplicity: 1
Charge: -2
Gap between HOMO and LUMO (eV): 6.63
DFT total energy (Ha): -2528.088920
E_HOMO (eV): -2.175



[3]
Computed, not measured: a structure of composition C20H14F5KN2O2S, with ωB97M-V with the def2-TZVPD basis set.

```
45
Properties=species:S:1:pos:R:3:forces:R:3
K -0.102 -2.650 0.196 -0.11 -0.11 0.02
C 2.369 0.439 0.579 0.01 0.02 -0.02
N 2.178 -0.982 0.333 0.01 0.00 0.00
C 3.232 -1.710 0.353 -0.03 -0.01 0.00
C 3.316 -3.129 0.143 0.02 0.01 -0.01
C 4.510 -3.865 0.215 0.01 -0.01 0.00
C 4.160 -5.193 -0.039 0.00 0.01 -0.01
C 2.773 -5.176 -0.252 -0.02 -0.04 -0.01
N 2.253 -3.945 -0.145 0.13 0.06 0.03
C 1.934 1.291 -0.592 -0.05 -0.02 0.02
C 2.863 1.949 -1.386 0.02 -0.01 -0.01
C 2.456 2.744 -2.452 -0.01 -0.02 0.01
C 1.108 2.886 -2.743 0.04 0.03 0.01
C 0.171 2.228 -1.956 -0.03 -0.03 0.02
C 0.582 1.440 -0.891 0.01 0.03 -0.02
H 3.419 0.664 0.816 0.00 0.03 0.00
H 1.772 0.728 1.451 0.00 -0.02 0.02
H 4.204 -1.234 0.560 0.01 -0.02 -0.01
H 5.493 -3.465 0.425 0.00 0.00 0.00
H 4.810 -6.056 -0.069 0.00 0.00 0.00
H 2.136 -6.023 -0.478 -0.01 0.00 0.00
H 3.919 1.851 -1.159 0.00 0.00 0.00
H 3.193 3.271 -3.046 0.00 0.01 0.00
H 0.792 3.541 -3.547 -0.02 0.00 0.00
H -0.886 2.353 -2.153 0.02 0.02 -0.02
H -0.159 0.952 -0.268 0.01 -0.01 0.02
F 2.501 4.702 1.342 0.01 0.00 -0.03
C 2.046 5.206 0.178 -0.01 -0.01 0.01
C 0.700 5.172 -0.131 0.00 -0.02 0.02
F -0.160 4.618 0.743 0.00 0.02 -0.01
C 0.244 5.689 -1.328 -0.01 0.01 0.02
F -1.077 5.585 -1.554 0.00 0.01 -0.02
C 1.079 6.268 -2.295 0.05 -0.02 -0.03
S 0.507 6.855 -3.817 -0.01 0.00 0.02
C 2.435 6.282 -1.929 -0.01 0.02 0.01
F 3.353 6.798 -2.768 -0.01 -0.02 0.01
C 2.913 5.768 -0.740 0.04 -0.02 0.00
F 4.235 5.794 -0.467 -0.05 0.02 -0.01
C -3.869 -4.895 1.454 0.00 0.00 0.00
C -2.666 -4.039 1.036 -0.03 0.03 0.01
O -2.020 -3.465 1.946 0.03 0.03 0.01
O -2.433 -3.977 -0.197 0.01 0.02 -0.05
H -3.945 -4.967 2.538 0.00 0.00 0.00
H -3.780 -5.890 1.015 0.00 0.00 0.00
H -4.779 -4.443 1.054 0.00 0.00 0.00
```
Positions in Å, forces in eV/Å.

Multiplicity: 1
Charge: -2
Gap between HOMO and LUMO (eV): 6.23
DFT total energy (Ha): -2528.107633
E_HOMO (eV): -2.092



[4]
Computed, not measured: a structure of composition C20H15AuI3N2O3, with ωB97M-V with the def2-TZVPD basis set.

```
44
Properties=species:S:1:pos:R:3:forces:R:3
Au 0.394 -0.738 -0.152 -0.76 0.02 0.17
I -6.523 -0.196 -2.856 0.65 -0.10 0.13
C -4.523 -0.676 -2.441 -0.63 0.11 -0.18
C -4.217 -1.948 -1.975 0.04 -0.14 0.00
C -2.907 -2.255 -1.696 0.36 -0.76 0.78
I -2.358 -4.143 -0.976 -0.32 0.30 -0.16
C -1.847 -1.320 -1.881 -1.12 0.23 0.25
O -0.639 -1.673 -1.660 1.53 0.56 -0.57
C -2.207 -0.022 -2.362 0.29 0.14 -0.40
C -1.097 0.961 -2.605 -0.20 -0.18 -0.22
N -0.365 1.278 -1.380 0.13 -0.17 0.34
C 0.858 2.025 -1.636 0.09 0.17 0.13
C 1.939 1.128 -2.202 0.20 0.19 -0.36
C 2.765 1.529 -3.247 -0.13 -0.17 0.21
C 3.771 0.674 -3.673 -0.11 -0.11 0.19
C 3.936 -0.546 -3.035 -0.10 0.10 0.05
C 3.067 -0.876 -2.007 0.47 -0.15 -0.26
N 2.106 -0.053 -1.623 -0.68 -0.18 0.35
C -3.517 0.274 -2.644 0.16 0.13 -0.03
H -4.992 -2.683 -1.821 -0.03 -0.03 -0.02
H -0.378 0.516 -3.304 -0.09 0.07 0.07
H -1.509 1.872 -3.060 0.07 -0.10 0.02
H -0.958 1.767 -0.717 0.08 -0.01 0.21
H 0.675 2.864 -2.323 0.13 -0.12 0.14
H 1.225 2.418 -0.681 -0.17 0.06 -0.11
H 2.620 2.488 -3.717 -0.06 0.12 -0.02
H 4.414 0.956 -4.492 0.08 0.04 -0.06
H 4.714 -1.229 -3.327 0.09 -0.12 -0.04
H 3.141 -1.809 -1.470 0.07 -0.10 -0.05
H -3.768 1.243 -3.052 -0.04 0.09 0.08
I 0.173 -0.914 8.703 0.08 0.11 -0.43
C 0.384 -0.478 6.647 -0.03 -0.14 0.45
C 0.421 -1.525 5.736 -0.01 0.12 0.16
C 0.506 -1.235 4.388 0.04 0.31 -0.04
C 0.525 0.091 3.953 -0.02 -0.09 -0.29
C 0.528 1.130 4.880 -0.11 -0.19 -0.27
C 0.465 0.845 6.232 0.01 -0.13 0.08
C 0.427 0.338 2.465 -0.61 0.87 1.77
O -0.222 1.255 1.998 -0.03 0.34 -0.41
O 1.035 -0.554 1.771 0.77 -1.05 -1.65
H 0.373 -2.551 6.067 0.00 -0.03 0.07
H 0.539 -2.034 3.664 -0.03 -0.07 -0.05
H 0.567 2.158 4.552 -0.06 0.06 -0.11
H 0.460 1.648 6.954 0.00 0.01 0.05
```
Positions in Å, forces in eV/Å.

Multiplicity: 1
Charge: +1
Gap between HOMO and LUMO (alpha / beta) (eV): 3.46 / 3.45
DFT total energy (Ha): -2134.815919
E_HOMO (alpha / beta) (eV): -10.527 / -10.527



Number 1: molar mass 937.6 g mol⁻¹, F_max 0.41 eV/Å. Number 2: molar mass 480.5 g mol⁻¹, F_max 0.18 eV/Å. Number 3: molar mass 480.5 g mol⁻¹, F_max 0.16 eV/Å. Number 4: molar mass 909.0 g mol⁻¹, F_max 2.10 eV/Å.